Molecular formula: C5H9NO2S
Method: DFT, ωB97M-V/def2-TZVPD

Last column: Löwdin charge in e.
Atoms and positions in Å:
C 1.166 -0.860 -2.033  0.113
C 0.787 -0.863 -0.892  -0.143
C -0.855 -1.080 1.110  0.046
C 1.496 -0.488 1.414  -0.088
C 0.357 -0.785 0.503  -0.454
N -1.320 2.249 -1.706  -0.201
O -2.028 1.479 0.444  -0.222
O -0.138 3.249 0.255  -0.446
S -0.614 1.931 -0.184  0.821
H 1.436 -0.802 -3.088  0.042
H -1.781 -1.430 0.628  0.077
H -2.710 1.964 0.555  -0.036
H -0.713 -1.160 2.183  0.061
H 1.755 0.565 1.157  0.087
H 2.445 -1.186 1.236  0.139
H 1.116 -0.521 2.386  0.042
H -0.825 2.408 -2.609  0.064
H -1.875 1.303 -1.894  0.098

Results
Kohn-Sham gap = 9.41 eV
total energy = -21746.4021 eV
relative energy (zero: lowest compared OMol25 entry of this formula, charge and spin) = 507.42 kJ/mol
HOMO level = -8.90 eV
LUMO level = 0.51 eV

=====

Molecular formula: C15H13N5O2S
Method: DFT, ωB97M-V/def2-TZVPD

Last column: Löwdin charge in e.
Atoms and positions in Å:
C 3.436 2.370 -0.282  -0.008
C 4.562 1.427 -0.309  -0.199
N 4.422 0.268 -0.701  0.132
C 3.143 -0.250 -1.165  -0.345
C 2.029 0.470 -1.421  -0.064
C 2.103 1.876 -0.817  0.001
H 1.240 2.526 -0.771  0.071
H 1.039 0.309 -1.775  0.090
C 2.919 -1.654 -1.545  -0.356
H 3.883 -2.257 -1.082  0.162
H 2.781 -1.668 -2.497  0.006
S 1.360 -2.258 -0.761  0.995
C 1.749 -1.825 0.791  -0.524
N 2.856 -1.605 1.645  -0.024
N 2.626 -0.945 2.538  -0.155
N 1.411 -0.440 2.785  0.128
N 0.884 -0.989 1.609  -0.067
C -0.464 -0.435 1.276  -0.205
C -1.190 -1.101 0.434  -0.029
C -2.574 -0.684 0.244  -0.231
C -2.979 0.560 0.399  -0.378
C -2.162 1.476 1.339  0.073
C -0.800 1.033 1.589  0.024
H -0.163 1.590 2.249  0.076
H -2.365 2.547 1.200  0.108
O -4.089 1.081 0.185  -0.002
C -5.087 -0.122 -0.188  -0.073
C -4.418 -0.736 -1.217  -0.132
H -5.233 -1.711 -1.385  0.212
O -3.327 -1.600 -0.516  -0.070
H -4.104 -0.222 -2.113  0.140
H -5.981 0.558 -0.751  0.204
H -5.393 -0.460 0.720  0.106
H -1.051 -2.346 0.213  0.177
H 5.355 1.632 0.073  0.011
H 3.582 3.585 0.007  0.147

Results
Kohn-Sham gap = 8.39 eV
SMILES = c1ccc(CSc2nnnn2-c2ccc3c(c2)OCCO3)nc1
total energy = -38132.9568 eV
HOMO level = -8.14 eV
LUMO level = 0.24 eV

=====

Molecular formula: C4H4N2O
Method: DFT, ωB97M-V/def2-TZVPD

Last column: Löwdin charge in e.
Atoms and positions in Å:
C 1.571 -0.387 0.094  -0.060
C 0.136 -0.338 -0.077  -0.418
C -1.976 -0.234 -0.049  -0.441
C -0.419 0.997 -0.066  -0.123
H 1.918 -0.161 1.164  0.114
H 2.068 0.354 -0.776  0.153
H 2.048 -1.429 -0.007  0.101
H 0.274 1.894 -0.315  0.150
N -0.802 -1.210 -0.120  0.227
N -1.687 1.168 0.092  0.189
O -3.131 -0.654 0.060  0.108

Results
Kohn-Sham gap = 9.29 eV
total energy = -9238.0976 eV
relative energy (zero: lowest compared OMol25 entry of this formula, charge and spin) = 230.63 kJ/mol
HOMO level = -10.71 eV
LUMO level = -1.42 eV

=====

Molecular formula: C21H40O14S
Method: DFT, ωB97M-V/def2-TZVPD

Last column: Löwdin charge in e.
Atoms and positions in Å:
O -3.159 4.271 1.739  -0.007
C -3.877 3.169 1.968  -0.270
O -5.184 3.020 1.307  -0.025
C -3.316 1.944 2.934  -0.085
C -1.670 1.830 2.930  -0.105
C -1.113 0.292 3.213  -0.260
C -0.201 -0.450 2.070  -0.127
O -0.758 -1.787 1.680  -0.235
S -2.387 -1.614 2.154  0.871
O -3.202 -2.843 2.622  -0.304
O -3.161 -1.007 0.960  -0.330
O -2.140 -0.706 3.576  -0.200
H -5.121 2.513 0.445  0.126
H -3.869 0.972 2.574  0.105
H -3.620 2.128 4.074  0.146
H -1.168 2.310 1.961  0.132
H -1.294 2.512 3.835  0.137
H -0.310 0.505 4.066  0.170
H 0.245 0.192 1.179  0.121
H 0.782 -0.785 2.654  0.148
O -3.108 -7.906 -1.535  0.073
C -3.803 -6.905 -1.361  -0.504
O -3.307 -5.837 -0.700  -0.004
C -3.962 -4.559 -0.605  -0.224
C -4.960 -4.547 0.537  -0.069
C -5.239 -6.888 -1.798  0.001
H -4.412 -4.275 -1.561  0.114
H -3.178 -3.822 -0.402  0.111
H -5.755 -5.282 0.386  0.068
H -5.417 -3.559 0.640  0.085
H -4.465 -4.807 1.479  0.076
H -5.851 -7.373 -1.035  0.098
H -5.321 -7.443 -2.737  0.093
H -5.625 -5.891 -2.000  0.068
O 0.144 0.973 -0.441  0.021
C -0.043 0.142 -1.330  -0.454
O 0.882 -0.045 -2.296  0.009
C 0.848 -1.109 -3.264  -0.223
C -0.019 -0.733 -4.450  -0.065
C -1.339 -0.611 -1.408  0.022
H 0.545 -2.053 -2.801  0.117
H 1.879 -1.251 -3.605  0.125
H -1.057 -0.565 -4.152  0.068
H 0.001 -1.522 -5.207  0.085
H 0.335 0.199 -4.901  0.087
H -2.084 0.008 -1.912  0.111
H -1.676 -0.828 -0.389  0.035
H -1.259 -1.573 -1.911  0.080
O 1.312 3.656 2.437  0.059
C 1.832 4.048 1.392  -0.490
O 2.248 5.327 1.275  -0.003
C 3.029 5.834 0.177  -0.223
C 2.137 6.232 -0.982  -0.065
C 1.928 3.139 0.201  -0.002
H 3.808 5.122 -0.114  0.109
H 3.548 6.723 0.550  0.123
H 1.584 5.375 -1.378  0.069
H 2.728 6.666 -1.794  0.083
H 1.392 6.965 -0.657  0.085
H 0.977 3.150 -0.336  0.088
H 2.132 2.124 0.556  0.073
H 2.738 3.390 -0.480  0.068
O 5.467 2.788 -1.237  0.069
C 5.696 1.764 -0.592  -0.498
O 6.057 0.626 -1.222  -0.004
C 6.523 -0.563 -0.558  -0.227
C 5.358 -1.422 -0.108  -0.066
C 5.487 1.739 0.894  0.011
H 7.205 -0.314 0.260  0.115
H 7.113 -1.118 -1.295  0.124
H 4.728 -0.900 0.618  0.067
H 5.715 -2.349 0.348  0.084
H 4.716 -1.672 -0.960  0.082
H 4.431 1.565 1.106  0.084
H 5.785 2.710 1.303  0.099
H 6.092 0.995 1.410  0.071

Results
Kohn-Sham gap = 9.91 eV
SMILES = O=C(O)CC[C@@H]1COS(=O)(=O)O1.CCOC(C)=O.CCOC(C)=O.CCOC(C)=O.CCOC(C)=O
total energy = -61919.9799 eV
HOMO level = -10.05 eV
LUMO level = -0.14 eV

=====

Molecular formula: C4H11NOS
Method: DFT, ωB97M-V/def2-TZVPD

Last column: Löwdin charge in e.
Atoms and positions in Å:
C -0.339 -1.188 1.425  -0.373
C 0.614 -0.084 1.824  -0.161
C 0.205 2.103 -1.288  -0.083
C -1.097 2.130 -1.477  -0.081
N 0.962 -1.495 -0.820  -0.185
O -1.490 -2.328 -0.637  -0.520
S -0.680 -1.136 -0.393  0.846
H -1.310 -1.079 1.907  0.085
H 0.872 -0.160 2.878  0.072
H 1.528 -0.152 1.238  0.056
H 0.161 0.889 1.649  0.065
H 0.816 2.979 -1.427  0.047
H 0.720 1.206 -0.985  0.003
H 0.050 -2.177 1.647  0.084
H -1.606 3.030 -1.784  0.045
H -1.714 1.257 -1.343  0.008
H 1.193 -2.458 -0.607  0.052
H 1.116 -1.337 -1.806  0.039

Results
Kohn-Sham gap = 10.14 eV
total energy = -18697.6510 eV
relative energy (zero: lowest compared OMol25 entry of this formula, charge and spin) = 218.79 kJ/mol
HOMO level = -9.25 eV
LUMO level = 0.89 eV

=====

Molecular formula: C3H6Br2N
Method: DFT, ωB97M-V/def2-TZVPD

Last column: Löwdin charge in e.
Atoms and positions in Å:
C 1.371 -2.063 0.377  -0.028
C 2.452 -1.568 0.049  -0.673
C 0.032 1.420 -0.506  -0.477
N -0.215 0.206 0.268  0.067
Br 4.126 -0.869 -0.097  0.828
Br 1.797 2.197 0.095  0.663
H -0.026 1.115 -1.492  0.063
H 0.810 -2.870 0.761  0.057
H -0.565 2.326 -0.382  0.079
H -1.172 -0.122 0.162  0.165
H 0.130 -0.800 -0.108  0.137
H -0.010 0.510 1.187  0.117

Results
Kohn-Sham gap = 10.20 eV
total charge = +1
total energy = -144772.6610 eV
relative energy (zero: lowest compared OMol25 entry of this formula, charge and spin) = 284.40 kJ/mol
HOMO level = -14.06 eV
LUMO level = -3.86 eV

=====

> LUMO level of number 5 (C4H11NOS)?

0.89 eV

=====

> What is the Kohn-Sham gap in the fifth record?

10.14 eV